Record 1
{
  "formula": "C6H10KO6",
  "method": "wB97M-V/def2-TZVPD",
  "species": ["O", "C", "O", "C", "C", "C", "C", "O", "C", "O", "O", "H", "H", "H", "H", "H", "H", "H", "H", "H", "K", "O", "H"],
  "xyz": [[-1.4680, -2.0614, -2.0882], [-1.4145, -0.7494, -2.0613], [-2.0409, -0.1606, -1.0782], [-1.6618, -0.3549, 0.3077], [-1.1120, 0.9418, 0.8694], [0.1245, 1.5033, 0.1659], [1.3192, 0.5859, 0.1185], [1.6591, 0.2481, 1.5321], [2.3113, -0.7837, 1.8368], [2.8032, -1.5548, 0.9328], [2.4704, -1.0646, 3.0712], [-0.9610, -1.1920, 0.3837], [-2.5912, -0.6297, 0.8174], [-0.8950, 0.7604, 1.9317], [-1.9008, 1.7052, 0.8368], [0.4171, 2.4472, 0.6443], [-0.1012, 1.7538, -0.8811], [2.2084, 1.0692, -0.2983], [1.1235, -0.3600, -0.4012], [2.9940, -1.8642, 3.2606], [-0.6056, 2.1718, -3.8282], [-1.0284, -0.1119, -3.0345], [-1.6503, -2.2997, -3.0380]],
  "atomic_forces_ev_per_a": [[-0.4133, -0.7649, -0.4982], [-0.9533, 0.3476, -2.1650], [0.6476, 0.7903, 0.8777], [-0.4972, -0.3063, 0.1555], [-0.1447, 0.0339, 0.1366], [0.0168, 0.2684, 0.0730], [0.1649, -0.1160, -0.3677], [-0.1485, 0.1864, 0.2432], [0.0737, -0.0898, -0.0153], [0.0869, -0.1213, -0.1657], [-0.0725, 0.1331, 0.1631], [-0.1049, -0.0024, -0.0439], [0.3369, -0.0080, 0.0337], [-0.0531, 0.1281, -0.1924], [0.1881, -0.1935, 0.0497], [-0.0395, -0.2014, -0.0834], [-0.0021, -0.1284, 0.2059], [-0.1645, -0.1335, 0.1043], [0.0555, 0.1471, 0.0991], [0.1280, -0.1310, 0.0569], [-0.0634, 0.4208, -0.4537], [0.2020, -0.1397, 0.7152], [0.7566, -0.1195, 1.0715]],
  "mulliken_charge": [-0.436, 0.671, -0.297, -0.609, -0.588, -0.412, -0.649, -0.211, 0.911, -0.120, -0.284, 0.365, 0.379, 0.353, 0.362, 0.461, 0.014, 0.484, 0.369, 0.405, 1.056, -0.622, 0.398],
  "e_tot_ha": -1285.3840,
  "total_charge": 2,
  "homo_energy_ha": [-0.6424, -0.6424],
  "spin_multiplicity": 2,
  "homo_lumo_gap_ev": [11.1985, 5.2598]
}


Record 2
{
  "formula": "C6H10N",
  "method": "wB97M-V/def2-TZVPD",
  "species": ["C", "C", "C", "C", "C", "C", "N", "H", "H", "H", "H", "H", "H", "H", "H", "H", "H"],
  "xyz": [[2.5525, 0.4312, -0.3864], [2.3337, -0.7906, 0.0441], [3.3651, 0.0893, 0.7944], [-3.0000, 0.5323, -0.1534], [-2.5998, -0.9471, -0.0362], [-1.6023, 0.1120, -0.1632], [-0.4048, 0.4468, -0.3312], [2.0920, 1.2242, -0.9928], [4.5787, -0.0535, 0.5297], [3.2111, 0.5896, 1.7491], [-3.5476, 0.9793, -1.0066], [-3.5092, 0.9743, 0.7311], [2.1884, -1.8246, -0.1494], [-2.8812, -1.7069, -0.8647], [-2.8632, -1.4620, 0.8753], [-0.3645, 1.4918, -0.5461], [0.4509, -0.0861, -0.0935]],
  "atomic_forces_ev_per_a": [[-1.7796, -0.0173, 0.1417], [1.9579, 1.3251, 0.2273], [3.4624, -0.2211, -1.2991], [-1.2085, 0.6736, -0.0767], [-1.1282, -1.4041, -1.3429], [-2.2259, -1.4383, 0.3132], [-0.3035, 3.0979, -0.2767], [0.9191, -0.4174, 0.0208], [-3.3830, 0.2251, 0.8959], [-0.2499, -0.4683, -0.0298], [0.8764, -0.6396, -0.0023], [1.1133, -0.3359, -0.1762], [-0.5756, -0.4848, 0.0407], [1.1146, 1.6541, 0.8909], [0.4567, 0.3424, 0.5667], [0.8555, -1.7864, 0.5221], [0.0982, -0.1051, -0.4157]],
  "mulliken_charge": [-0.141, -0.627, -0.436, -0.513, -0.463, 0.300, 0.001, 0.347, 0.201, 0.229, 0.287, 0.263, 0.422, 0.268, 0.281, 0.321, 0.261],
  "e_tot_ha": -288.9184,
  "total_charge": 1,
  "homo_energy_ha": -0.4853,
  "homo_lumo_gap_ev": 8.4768
}


Record 3
{
  "formula": "C6H10N",
  "method": "wB97M-V/def2-TZVPD",
  "species": ["C", "C", "C", "C", "C", "C", "N", "H", "H", "H", "H", "H", "H", "H", "H", "H", "H"],
  "xyz": [[-3.1656, -2.2577, -2.0958], [-2.0146, -2.2698, -1.6366], [-0.7414, -2.7426, -1.3330], [0.7034, 0.0037, 1.0901], [0.8200, 0.8973, 2.2637], [0.0351, 1.3829, -0.8657], [0.3900, 0.1816, -0.1167], [-3.9501, -2.3283, -2.8682], [-0.5631, -3.2193, -0.3802], [0.1117, -2.7311, -2.0693], [0.7503, -1.0604, 1.1886], [1.7517, 1.5028, 2.2436], [0.9667, 0.3276, 3.2241], [0.0333, 1.6337, 2.3022], [-0.9985, 1.1334, -1.0488], [0.2112, 2.3384, -0.4027], [0.4637, 1.3184, -1.8301]],
  "atomic_forces_ev_per_a": [[1.4530, -0.3304, -0.5991], [0.1791, -0.8295, -0.6033], [-0.5929, 1.2021, -0.6873], [-0.6602, -0.5743, -0.6497], [1.6996, 0.3669, 1.1055], [-0.5368, -1.4532, 1.0424], [0.2285, 0.2016, -1.0277], [0.3040, 0.3305, 1.1198], [0.0170, -0.0052, 0.2183], [-1.1606, 0.1994, 0.6905], [0.6015, -0.6521, 1.2559], [-0.3535, -0.3008, -0.3993], [-0.7309, 0.4473, -1.0442], [-0.4884, 0.0095, 0.2245], [-0.7855, 0.9172, -0.0737], [-0.0602, 0.3553, 0.3105], [0.8865, 0.1157, -0.8832]],
  "mulliken_charge": [0.068, 0.030, -0.217, 0.234, -1.044, -0.876, -0.337, 0.357, 0.297, 0.292, 0.316, 0.304, 0.301, 0.311, 0.303, 0.343, 0.320],
  "e_tot_ha": -288.8936,
  "total_charge": 1,
  "homo_energy_ha": [-0.4777, -0.4623],
  "homo_lumo_gap_ev": [5.4876, 4.7868]
}


Record 4
{
  "formula": "C6H10N",
  "method": "wB97M-V/def2-TZVPD",
  "species": ["C", "C", "C", "C", "C", "C", "N", "H", "H", "H", "H", "H", "H", "H", "H", "H", "H"],
  "xyz": [[-0.5158, 0.9297, -0.6801], [-0.6302, 2.1530, -1.0860], [-0.5165, -2.2358, 0.3635], [-0.8573, -0.4173, -1.1977], [-0.0881, 0.2173, 0.6258], [1.3835, 0.2965, 1.1053], [-0.5067, -1.0330, 0.0028], [-0.1319, 2.9180, -0.5103], [-0.9501, 2.3689, -2.1998], [-0.2343, -2.5485, 1.4753], [-0.7304, -3.1743, -0.1650], [-1.9795, -0.5122, -1.3315], [-0.4122, -0.7351, -2.1619], [-0.7547, 0.4844, 1.4217], [2.2907, -0.0822, 0.4788], [1.5159, -0.2417, 2.0493], [1.5574, 1.3751, 0.9011]],
  "atomic_forces_ev_per_a": [[0.6059, -1.5982, 1.2264], [0.3672, 1.1851, -2.9649], [0.9919, -2.2262, 3.7812], [-3.3505, 0.7342, -4.1950], [1.5077, 1.2020, 0.2236], [1.0527, -0.0894, -2.0234], [0.6672, -2.3163, 0.7501], [-0.4983, 0.4802, 0.0314], [0.5046, -0.2727, 2.5766], [-0.4327, 1.3268, -2.2921], [-0.3059, 1.0733, -0.8190], [1.0708, -0.0542, -0.0429], [0.1392, -0.1983, 0.7922], [-0.2614, -0.0317, 0.7199], [-2.2287, -0.0834, 0.2029], [-0.0173, 1.1792, 0.2997], [0.1878, -0.3105, 1.7333]],
  "mulliken_charge": [0.370, -0.874, 0.020, -0.639, 0.032, -1.122, 0.181, 0.291, 0.247, 0.239, 0.301, 0.296, 0.353, 0.301, 0.316, 0.377, 0.313],
  "e_tot_ha": -289.0066,
  "total_charge": 1,
  "homo_energy_ha": -0.5210,
  "smiles": "C=C1C[N+](=C)[C@H]1C",
  "homo_lumo_gap_ev": 9.2367
}


Record 5
{
  "formula": "C6H10N",
  "method": "wB97M-V/def2-TZVPD",
  "species": ["C", "C", "C", "C", "C", "C", "N", "H", "H", "H", "H", "H", "H", "H", "H", "H", "H"],
  "xyz": [[-2.1809, 0.1991, 0.2936], [-1.5824, -0.5283, 1.3522], [-1.2321, -0.2821, -0.6743], [-0.5722, -1.0722, 0.4031], [0.7221, 0.7900, -0.1052], [1.7046, 0.7325, -1.2423], [0.8226, -0.5002, 0.7370], [-2.8750, 1.0658, 0.1770], [-1.7491, -0.5518, 2.4305], [-1.3068, -0.3435, -1.7057], [-0.4682, -2.1897, 0.2663], [0.3936, 1.6663, 0.2700], [2.7605, 0.5854, -0.8860], [1.6596, 1.7615, -1.6372], [1.3135, -0.0513, -1.9476], [0.8443, -0.3305, 1.7742], [1.7460, -0.9512, 0.4944]],
  "atomic_forces_ev_per_a": [[0.9276, 0.3288, 1.4046], [-1.6911, 1.5922, -1.6679], [1.8270, 2.7447, 2.1021], [0.9914, -3.9870, 0.7748], [0.0036, -4.8211, -2.5380], [-0.4750, 0.5610, 0.5220], [0.0591, 2.1149, 0.8119], [0.1078, -1.3409, 0.3996], [0.2021, -0.1642, -0.3947], [0.1378, -0.3480, -1.7464], [-0.1442, 1.1287, 0.3700], [-0.8812, 2.4007, 1.9443], [-0.8501, -0.1844, -0.4808], [0.1731, -0.6903, -0.5773], [1.0445, 0.8360, 0.2870], [0.1909, -0.1418, -1.2160], [-1.6234, -0.0292, 0.0047]],
  "mulliken_charge": [-0.276, -0.889, -0.776, 0.680, -0.341, -1.210, -0.267, 0.395, 0.415, 0.447, 0.454, 0.560, 0.404, 0.322, 0.332, 0.332, 0.417],
  "e_tot_ha": -288.9373,
  "total_charge": 1,
  "homo_energy_ha": [-0.4705, -0.4625],
  "homo_lumo_gap_ev": [8.2912, 8.1474]
}


Record 6
{
  "formula": "C6H10N",
  "method": "wB97M-V/def2-TZVPD",
  "species": ["C", "C", "C", "C", "C", "C", "N", "H", "H", "H", "H", "H", "H", "H", "H", "H", "H"],
  "xyz": [[-0.7511, 1.1334, -0.5806], [0.0787, 2.0734, 0.4440], [1.3017, -1.3628, 0.4451], [-0.6587, -0.3273, -0.4127], [-1.3556, -1.4362, -1.0615], [0.9360, 0.9151, 1.0157], [0.5106, -0.3745, 0.3400], [-1.5746, 1.4211, -1.1264], [0.7170, 2.7627, -0.0496], [2.3432, -1.3110, 0.9310], [1.0430, -2.2710, -0.0664], [-2.1136, -1.9339, -0.3746], [-0.7061, -2.3957, -1.1951], [-1.6702, -1.0874, -2.0293], [-0.6970, 2.5664, 0.9698], [1.9404, 1.2952, 1.0097], [0.6200, 0.8504, 2.0778]],
  "atomic_forces_ev_per_a": [[0.4623, -4.2360, 2.1903], [-0.9910, -4.2377, -3.3777], [2.0849, -0.8056, 0.3360], [0.6685, 7.6176, -0.2716], [0.7707, -3.1442, 1.1451], [-2.7324, 1.7124, 2.0829], [3.1325, -0.2423, 1.7143], [-1.4925, 1.3022, -1.4172], [0.2435, 0.7465, -0.6614], [-2.0422, 0.2100, -0.5715], [-0.1057, -0.3409, 0.0397], [0.2189, 1.2416, -1.0286], [-0.5593, 1.9424, -0.2143], [-0.7030, -0.2696, -0.1840], [-0.2875, 0.3394, 1.2927], [0.8702, -1.2597, -0.5597], [0.4623, -0.5760, -0.5151]],
  "mulliken_charge": [-0.588, -0.601, -0.135, 0.725, -1.164, -0.615, 0.101, 0.428, 0.342, 0.269, 0.188, 0.308, 0.299, 0.340, 0.345, 0.472, 0.285],
  "e_tot_ha": -289.0252,
  "total_charge": 1,
  "homo_energy_ha": -0.4999,
  "smiles": "C=[N+]1CCC=C1C",
  "homo_lumo_gap_ev": 8.7652
}


Computed energy relative to the best compared isomer or geometry (same formula, charge and spin), in the same sequence as the records: 0.67; 432.20; 497.19; 200.55; 382.38; 151.66 kJ/mol.